[1]
Here is C9H22F4GaNO4PS as an isolated structure from OMol25. Energies are from ωB97M-V with the def2-TZVPD basis set.

Output
* HOMO energy: -4.5 eV
* E: -3775.6537 a.u.
* gap between HOMO and LUMO: 0.2510 hartree
* total charge: -1

CARTESIAN COORDINATES (ANGSTROEM)
C1 -5.89 -0.83 1.88
Ga1 -4.15 -0.14 1.27
O1 -4.20 1.79 1.34
N1 -3.41 2.33 0.43
O2 -3.42 3.52 0.47
P1 -3.73 -0.85 -0.97
S1 -5.12 -2.07 -1.71
C2 -2.49 -0.70 2.37
F1 -1.89 -1.85 1.87
F2 -1.48 0.26 2.32
C3 -2.67 -0.95 3.87
F3 -3.26 -2.16 4.09
F4 -3.50 0.00 4.38
H1 -6.24 -0.31 2.78
H2 -5.85 -1.91 2.10
H3 -6.62 -0.68 1.08
H4 -2.46 -1.44 -1.05
H5 -3.51 0.29 -1.78
H6 -1.72 -0.91 4.42
C4 1.06 -1.14 -0.66
C5 0.37 -0.83 -1.98
C6 1.36 -0.71 -3.13
O3 -0.43 0.34 -1.87
H7 1.75 -0.33 -0.41
H8 0.32 -1.23 0.14
H9 1.64 -2.06 -0.72
H10 -0.35 -1.62 -2.21
H11 2.06 0.11 -2.93
H12 0.84 -0.49 -4.06
H13 1.94 -1.62 -3.25
H14 0.15 1.08 -1.66
C7 6.38 1.20 -0.73
C8 4.89 1.02 -0.98
C9 4.05 2.02 -0.21
O4 4.48 -0.32 -0.70
H15 6.60 1.04 0.33
H16 6.95 0.47 -1.30
H17 6.71 2.20 -1.00
H18 4.69 1.14 -2.05
H19 4.21 1.89 0.87
H20 2.99 1.88 -0.41
H21 4.33 3.05 -0.46
H22 4.62 -0.48 0.24

Atomic charges from the Mulliken analysis, expressed in e, are listed below: C -1.039; Ga 0.181; O -0.349; N 0.254; O -0.484; P 0.236; S -0.554; C 0.587; F -0.314; F -0.327; C 0.183; F -0.270; F -0.250; H 0.321; H 0.308; H 0.344; H -0.101; H 0.041; H 0.218; C -0.473; C 0.404; C -1.267; O -0.450; H -0.091; H 0.019; H 0.391; H 0.302; H 0.142; H 0.356; H 0.387; H 0.299; C -1.419; C 0.496; C -1.152; O -0.515; H 0.361; H 0.327; H 0.378; H 0.240; H 0.322; H 0.203; H 0.410; H 0.345


[2]
Here is C9H22IO3P2Ru as an isolated structure from OMol25. Energies are from ωB97M-V with the def2-TZVPD basis set.

Output
* HOMO energy (alpha / beta): -18.7 / -20.6 eV
* E: -1655.8719 a.u.
* gap between HOMO and LUMO (alpha / beta): 0.2457 / 0.2043 hartree
* multiplicity: 5
* total charge: +3

CARTESIAN COORDINATES (ANGSTROEM)
C1 0.88 0.03 -3.66
I1 2.69 0.28 -2.70
H1 1.04 -0.42 -4.64
H2 0.49 1.05 -3.81
H3 0.20 -0.57 -3.05
Ru1 -0.58 0.04 1.12
P1 -0.02 1.99 0.08
C2 -1.34 3.04 0.82
C3 1.45 2.55 1.00
H4 1.54 3.64 0.93
H5 0.42 4.02 -1.20
H6 2.34 2.09 0.55
H7 1.12 2.61 -2.01
H8 -1.47 2.73 1.86
H9 1.35 2.23 2.04
C4 0.25 2.96 -1.46
H10 -1.06 4.09 0.76
H11 -0.62 2.92 -2.12
H12 -2.27 2.87 0.26
P2 -0.02 -1.96 0.02
C5 -1.44 -3.08 0.36
C6 0.61 -2.75 -1.52
H13 2.16 -2.02 1.00
H14 1.40 -3.65 1.00
H15 0.88 -2.41 2.21
C7 1.24 -2.58 1.19
H16 1.56 -2.31 -1.83
H17 0.76 -3.83 -1.33
H18 -1.12 -4.12 0.22
H19 -2.25 -2.83 -0.33
H20 -0.11 -2.65 -2.34
H21 -1.76 -2.91 1.40
C8 -2.19 -0.03 0.26
O1 -3.22 -0.03 -0.32
O2 -1.33 -1.03 3.04
C9 -0.71 -0.25 3.85
O3 0.01 0.71 3.43
H22 -0.87 -0.40 4.93

Atomic charges from the Mulliken analysis, expressed in e, are listed below: C -0.641; I 0.760; H 0.425; H 0.354; H 0.130; Ru -0.062; P 1.051; C -1.354; C -1.154; H 0.440; H 0.484; H 0.379; H 0.181; H 0.406; H 0.376; C -1.062; H 0.449; H 0.383; H 0.469; P 1.137; C -1.377; C -1.172; H 0.399; H 0.439; H 0.374; C -1.238; H 0.217; H 0.500; H 0.459; H 0.450; H 0.391; H 0.396; C 0.231; O -0.200; O -0.470; C 0.387; O -0.375; H 0.438